Record 1
The following is a quantum chemistry calculation of a cluster of 2 separate species, C8H8F3N3O in total at a distorted geometry, from the OMol25 dataset.

Energy above the lowest of the compared OMol25 structures with the same formula, charge and spin, eV: 6.918
HOMO energy (alpha / beta), eV: -8.24 / -8.24
Orbital gap (alpha / beta), eV: 7.7 / 7.7
E_LUMO (alpha / beta), eV: -0.5 / -0.5
Energy, hartree: -848.5611
Strongest force on any atom, hartree/bohr: 0.0896

The geometry in ORCA input format:
```
! RIJCOSX wB97M-V def2-TZVPD def2/J DEFGRID3
* xyz 0 1
C -0.43038 1.25892 -0.21804
C 0.37925 -0.77112 0.76395
C -1.70997 0.81228 -0.22011
C -0.99099 -1.17954 0.93602
C 0.65419 0.46597 0.18109
C -2.01376 -0.40890 0.43316
C -3.84789 -1.13640 -0.77766
C 3.44730 -0.64715 -0.33076
N 3.58062 2.35544 0.60061
N 2.37569 2.08963 0.46132
N 1.94975 0.93569 0.14775
O -3.28330 -0.94882 0.51231
F 4.28175 -0.07400 -1.16352
F 4.04640 -0.94122 0.80203
F 2.74727 -1.66918 -0.85401
H -0.26089 2.32709 -0.68375
H 1.16947 -1.46975 0.90150
H -2.54651 1.46935 -0.61094
H -1.33283 -2.14903 1.16612
H -4.73261 -1.74679 -0.61561
H -3.17301 -1.73687 -1.36676
H -3.98552 -0.14078 -1.14528
H 3.67596 3.30519 1.08058
*
```

Atomic partial charges in e from the Löwdin method, atoms 1 to 8: atom 1 (C): -0.045, atom 2 (C): 0.010, atom 3 (C): -0.032, atom 4 (C): 0.023, atom 5 (C): -0.282, atom 6 (C): -0.306, atom 7 (C): -0.064, atom 8 (C): -0.422



Record 2
The following is a quantum chemistry calculation of a cluster of 2 separate species, C18H33O5 in total at a distorted geometry, from the OMol25 dataset.

HOMO energy, eV: -5.21
Orbital gap, eV: 8.0
E_LUMO, eV: 2.8
Energy, hartree: -1081.9307
Strongest force on any atom, hartree/bohr: 0.0427

The geometry in ORCA input format:
```
! RIJCOSX wB97M-V def2-TZVPD def2/J DEFGRID3
* xyz -1 1
C -2.19149 -2.76469 2.99889
C -2.28853 -1.53860 2.12072
C -3.66645 -1.07233 1.71696
C -1.23114 -0.86355 1.67260
C 0.21559 -1.16924 1.97715
C 1.02044 -1.07010 0.66655
C 2.16356 -2.07342 0.50821
C 2.78682 -1.93941 -0.88574
C 1.77712 -3.51542 0.88869
C 0.40518 -3.95503 0.40453
O 0.43858 -4.72187 -0.82636
C -0.30084 -4.04011 -1.75705
O 0.22237 -3.32076 -2.54547
O -1.60642 -4.27922 -1.70046
C -2.39587 -3.19987 -1.05545
O -3.30759 -3.63255 -0.35799
O -2.03222 -2.03736 -1.27396
H -3.11258 -2.86004 3.56865
H -1.34865 -2.67358 3.67801
H -2.07198 -3.62979 2.34658
H -3.72447 -0.92478 0.64046
H -3.94185 -0.13404 2.20114
H -4.39063 -1.84390 1.97318
H -1.38995 -0.01446 1.01606
H 0.60463 -0.42274 2.67582
H 0.27446 -2.14970 2.43649
H 1.42739 -0.06702 0.52776
H 0.32577 -1.23075 -0.16247
H 2.96375 -1.77661 1.19869
H 3.37170 -1.01354 -0.87938
H 2.03587 -1.81719 -1.66086
H 3.49053 -2.74084 -1.09864
H 1.87958 -3.65847 1.96257
H 2.51668 -4.17552 0.43025
H -0.28682 -3.12382 0.28413
H -0.03710 -4.60458 1.16291
C -1.03215 2.35169 -1.16346
C 0.26299 2.82744 -0.51748
C 0.25435 4.30031 -0.11152
C 0.09362 5.28558 -1.27043
C 1.15462 5.17195 -2.36354
C 2.56860 5.46373 -1.86918
H -1.25917 2.88280 -2.09001
H -0.96773 1.28879 -1.39979
H -1.87320 2.49414 -0.48071
H 1.10256 2.62960 -1.19046
H 0.43545 2.22239 0.37650
H 1.17689 4.52411 0.43300
H -0.56060 4.46782 0.60017
H 0.11146 6.30330 -0.86460
H -0.89425 5.16079 -1.72184
H 0.90793 5.88032 -3.15957
H 1.12297 4.17913 -2.81871
H 2.63319 6.46967 -1.44774
H 3.28478 5.39847 -2.69001
H 2.88227 4.75289 -1.10378
*
```

Atomic partial charges in e from the Löwdin method, atoms 1 to 8: atom 1 (C): -0.052, atom 2 (C): -0.337, atom 3 (C): -0.072, atom 4 (C): -0.099, atom 5 (C): -0.175, atom 6 (C): -0.183, atom 7 (C): -0.372, atom 8 (C): -0.067



Record 3
The following is a quantum chemistry calculation of a cluster of 5 separate species, C19H51N3O8 in total at a distorted geometry, from the OMol25 dataset.

Energy above the lowest of the compared OMol25 structures with the same formula, charge and spin, eV: 0.000
HOMO energy, eV: -8.72
Orbital gap, eV: 8.9
E_LUMO, eV: 0.2
Energy, hartree: -1520.5031
Strongest force on any atom, hartree/bohr: 0.0488

The geometry in ORCA input format:
```
! RIJCOSX wB97M-V def2-TZVPD def2/J DEFGRID3
* xyz 0 1
C -1.29201 2.27499 1.22323
O -2.32768 3.15235 1.56005
C -2.92853 3.74909 0.43356
C -4.05766 4.63200 0.95340
N -5.10403 3.77697 1.48650
C -6.21883 4.49094 2.13836
C -7.16932 5.07791 1.08992
O -8.36049 5.47248 1.74738
C -9.35340 4.46235 1.73083
H -0.39723 2.80782 0.88191
H -1.54980 1.53081 0.46397
H -0.94880 1.73833 2.10808
H -3.28295 2.98704 -0.27157
H -2.19967 4.32407 -0.15312
H -4.39425 5.26071 0.12675
H -3.60638 5.28973 1.70924
H -4.63843 3.20657 2.18633
H -5.92765 5.26432 2.85340
H -6.73494 3.68962 2.66769
H -7.36891 4.38381 0.26984
H -6.71409 5.95908 0.63253
H -9.53838 4.12633 0.70599
H -10.28739 4.91368 2.05717
H -9.04479 3.63688 2.37218
C -0.70884 -3.27147 0.22275
O -1.97509 -3.91266 0.16865
C -1.88668 -5.32649 0.08549
C -3.27521 -5.90387 0.24479
N -3.23602 -7.35796 -0.01742
C -2.51830 -8.10775 1.02109
C -3.11044 -9.50588 1.14372
O -4.49903 -9.50794 1.30884
C -4.95086 -9.07553 2.58347
H -0.42491 -3.35380 1.27064
H -0.85107 -2.24199 -0.10259
H 0.02302 -3.65602 -0.49266
H -1.20271 -5.63998 0.88582
H -1.46692 -5.62365 -0.88155
H -3.96661 -5.44145 -0.45668
H -3.67615 -5.80081 1.26175
H -4.19811 -7.67757 0.06121
H -2.51843 -7.55115 1.97054
H -1.47041 -8.18627 0.72142
H -2.56076 -10.12047 1.86839
H -2.90441 -10.00202 0.19010
H -4.41052 -8.24021 3.04020
H -4.81016 -9.92800 3.25840
H -5.99445 -8.78967 2.49946
C 9.51729 6.11442 0.13543
O 9.18085 5.18093 -0.85914
C 9.59334 3.87268 -0.52852
C 9.26329 2.90801 -1.66797
N 7.96837 2.26200 -1.48125
C 7.52888 1.57400 -2.69395
C 6.06141 1.22167 -2.57048
O 5.72113 0.29419 -3.59220
C 4.33067 -0.07023 -3.54875
H 10.59164 6.14988 0.32666
H 8.95380 5.93516 1.05876
H 9.19006 7.09468 -0.21220
H 8.98242 3.58433 0.34414
H 10.63920 3.75472 -0.22644
H 10.05168 2.15871 -1.72293
H 9.24516 3.54034 -2.56897
H 7.32065 2.97934 -1.17772
H 8.19027 0.76380 -2.97954
H 7.51109 2.35611 -3.47429
H 5.41961 2.10350 -2.65752
H 5.85183 0.76539 -1.59312
H 4.19626 -0.40475 -4.57796
H 3.70954 0.78168 -3.28380
H 4.22860 -0.94923 -2.91144
C 2.04425 0.08620 -0.53037
O 1.34218 1.31855 -0.44805
H 2.32536 -0.10383 -1.56881
H 2.94451 0.14317 0.08062
H 1.40156 -0.70486 -0.12937
H 0.45513 1.18284 -0.81633
O -0.91875 0.74697 -2.09777
H -1.03815 1.01566 -3.01600
H -1.76443 0.35871 -1.84017
*
```

Atomic partial charges in e from the Löwdin method, atoms 1 to 8: atom 1 (C): -0.120, atom 2 (O): -0.184, atom 3 (C): -0.238, atom 4 (C): -0.217, atom 5 (N): -0.063, atom 6 (C): -0.195, atom 7 (C): -0.229, atom 8 (O): -0.198



Record 4
The following is a quantum chemistry calculation of a cluster of 3 separate species, C20H20BrN2O5 in total at a distorted geometry, from the OMol25 dataset.

HOMO energy, eV: -11.03
Orbital gap, eV: 5.8
E_LUMO, eV: -5.2
Energy, hartree: -3833.4340
Strongest force on any atom, hartree/bohr: 0.0677

The geometry in ORCA input format:
```
! RIJCOSX wB97M-V def2-TZVPD def2/J DEFGRID3
* xyz 1 1
O 2.15713 -0.61550 0.87597
N 1.57102 -0.02890 0.06142
O 0.97310 1.07807 0.72830
C -0.20502 1.48101 0.13293
C -0.31893 2.92036 -0.17092
Br 1.11677 4.17037 0.19835
N -1.47087 3.42960 -0.72698
C -2.57777 2.66868 -1.03594
C -2.53159 1.23160 -0.80510
C -3.83074 0.42293 -1.19064
C -4.97285 0.95632 -0.19087
O -4.36215 1.33573 1.07818
C -1.33868 0.61892 -0.21417
C -1.29985 -0.91004 0.06153
O -0.59905 -1.65826 -0.54864
O -2.12762 -1.45629 1.03081
H -1.53603 4.43627 -0.92335
H -3.48682 3.16226 -1.46325
H -4.09829 0.62647 -2.26532
H -3.71036 -0.67043 -0.97669
H -5.42626 1.88556 -0.62074
H -5.70859 0.15442 0.05396
H -4.56231 2.27704 1.22653
H -2.24887 -0.80793 1.75665
C -0.90901 -3.42574 -4.22604
C -0.38174 -3.84071 -5.44297
C 0.88403 -3.41965 -5.83218
C 1.62698 -2.59092 -4.99980
C 1.10115 -2.17889 -3.78121
C -0.16831 -2.59226 -3.39534
H -1.89787 -3.75206 -3.92425
H -0.95817 -4.49260 -6.08921
H 1.29235 -3.73815 -6.78399
H 2.61622 -2.26664 -5.30137
H 1.68194 -1.53355 -3.13091
H -0.57857 -2.26655 -2.44922
C 4.56898 1.22663 3.83220
C 5.07211 1.43450 5.11054
C 4.35849 0.99471 6.21878
C 3.14558 0.33810 6.04831
C 2.64414 0.12695 4.76984
C 3.35315 0.57465 3.66160
H 5.12458 1.57270 2.96800
H 6.02132 1.94046 5.24346
H 4.74802 1.16267 7.21581
H 2.59157 -0.00919 6.91255
H 1.69844 -0.38713 4.63713
H 2.95927 0.41442 2.66625
*
```

Atomic partial charges in e from the Löwdin method, atoms 1 to 8: atom 1 (O): 0.135, atom 2 (N): 0.065, atom 3 (O): -0.056, atom 4 (C): -0.163, atom 5 (C): -0.496, atom 6 (Br): 0.861, atom 7 (N): 0.066, atom 8 (C): 0.040



- What is the formula in the second record?
  C18H33O5



- What is the formula in the third record?
  C19H51N3O8



- Which of these has the lowest strongest force on any atom?
  C18H33O5



Please write out number 2 again, unchanged.
The following is a quantum chemistry calculation of a cluster of 2 separate species, C18H33O5 in total at a distorted geometry, from the OMol25 dataset.

HOMO energy, eV: -5.21
Orbital gap, eV: 8.0
E_LUMO, eV: 2.8
Energy, hartree: -1081.9307
Strongest force on any atom, hartree/bohr: 0.0427

The geometry in ORCA input format:
```
! RIJCOSX wB97M-V def2-TZVPD def2/J DEFGRID3
* xyz -1 1
C -2.19149 -2.76469 2.99889
C -2.28853 -1.53860 2.12072
C -3.66645 -1.07233 1.71696
C -1.23114 -0.86355 1.67260
C 0.21559 -1.16924 1.97715
C 1.02044 -1.07010 0.66655
C 2.16356 -2.07342 0.50821
C 2.78682 -1.93941 -0.88574
C 1.77712 -3.51542 0.88869
C 0.40518 -3.95503 0.40453
O 0.43858 -4.72187 -0.82636
C -0.30084 -4.04011 -1.75705
O 0.22237 -3.32076 -2.54547
O -1.60642 -4.27922 -1.70046
C -2.39587 -3.19987 -1.05545
O -3.30759 -3.63255 -0.35799
O -2.03222 -2.03736 -1.27396
H -3.11258 -2.86004 3.56865
H -1.34865 -2.67358 3.67801
H -2.07198 -3.62979 2.34658
H -3.72447 -0.92478 0.64046
H -3.94185 -0.13404 2.20114
H -4.39063 -1.84390 1.97318
H -1.38995 -0.01446 1.01606
H 0.60463 -0.42274 2.67582
H 0.27446 -2.14970 2.43649
H 1.42739 -0.06702 0.52776
H 0.32577 -1.23075 -0.16247
H 2.96375 -1.77661 1.19869
H 3.37170 -1.01354 -0.87938
H 2.03587 -1.81719 -1.66086
H 3.49053 -2.74084 -1.09864
H 1.87958 -3.65847 1.96257
H 2.51668 -4.17552 0.43025
H -0.28682 -3.12382 0.28413
H -0.03710 -4.60458 1.16291
C -1.03215 2.35169 -1.16346
C 0.26299 2.82744 -0.51748
C 0.25435 4.30031 -0.11152
C 0.09362 5.28558 -1.27043
C 1.15462 5.17195 -2.36354
C 2.56860 5.46373 -1.86918
H -1.25917 2.88280 -2.09001
H -0.96773 1.28879 -1.39979
H -1.87320 2.49414 -0.48071
H 1.10256 2.62960 -1.19046
H 0.43545 2.22239 0.37650
H 1.17689 4.52411 0.43300
H -0.56060 4.46782 0.60017
H 0.11146 6.30330 -0.86460
H -0.89425 5.16079 -1.72184
H 0.90793 5.88032 -3.15957
H 1.12297 4.17913 -2.81871
H 2.63319 6.46967 -1.44774
H 3.28478 5.39847 -2.69001
H 2.88227 4.75289 -1.10378
*
```

Atomic partial charges in e from the Löwdin method, atoms 1 to 8: atom 1 (C): -0.052, atom 2 (C): -0.337, atom 3 (C): -0.072, atom 4 (C): -0.099, atom 5 (C): -0.175, atom 6 (C): -0.183, atom 7 (C): -0.372, atom 8 (C): -0.067